(1)
Entry from OMol25: a molecular structure, C22H44IrN3PS4 in a non-equilibrium geometry (wB97M-V/def2-TZVPD).

CARTESIAN COORDINATES (ANGSTROEM)
Ir  -0.14722  0.00670  -0.53712
C  -4.15788  -2.31331  3.46086
C  -3.04550  -1.62294  4.28317
S  -1.58675  -1.02316  3.39273
C  -0.74638  -2.51809  2.77927
C  -1.24181  -3.14901  1.48345
S  -1.63495  -2.09971  0.03509
C  -3.44521  -1.83616  0.18544
C  -3.92566  -0.73215  1.14062
S  -5.11659  -1.22790  2.39610
H  -4.89703  -2.71252  4.16014
H  -3.76343  -3.14665  2.88005
H  -2.69362  -2.34049  5.02609
H  -3.42095  -0.74731  4.81270
H  -0.77694  -3.27004  3.57012
H  0.28386  -2.19280  2.66748
H  -2.13065  -3.75900  1.63507
H  -0.45821  -3.81686  1.12062
H  -3.85623  -2.81529  0.43101
H  -3.76254  -1.60678  -0.83078
H  -4.42499  0.07151  0.59816
H  -3.07285  -0.32104  1.70045
N  -0.74981  2.12988  0.16646
H  0.02985  2.78369  0.13443
H  -1.12926  2.15077  1.10910
H  -1.46876  2.53593  -0.43096
C  -1.45748  -2.06177  -3.63582
C  -0.11442  -1.43162  -4.00038
C  1.01288  -2.44780  -3.95436
P  0.16650  0.08465  -2.93699
C  -1.00438  1.37833  -3.59380
C  -2.33057  1.39736  -2.80710
C  -1.27857  1.31077  -5.09596
C  1.86776  0.77338  -3.24610
C  2.95916  -0.06086  -2.56291
C  2.17707  1.02819  -4.71782
H  -1.77893  -2.70267  -4.45845
H  -2.24809  -1.32632  -3.47521
H  -1.36604  -2.69482  -2.75198
H  -0.16893  -0.97510  -4.99155
H  1.12156  -2.90159  -2.96778
H  1.96853  -2.04440  -4.27995
H  0.76830  -3.25462  -4.64925
H  -0.45467  2.30394  -3.38563
H  -3.08289  0.78495  -3.30290
H  -2.72951  2.41176  -2.76257
H  -2.20690  1.01536  -1.78312
H  -1.99655  0.52718  -5.33861
H  -0.38268  1.17383  -5.69683
H  -1.72322  2.25640  -5.41167
H  1.80146  1.74254  -2.73329
H  3.35132  -0.82658  -3.22920
H  2.59472  -0.55739  -1.66347
H  3.79623  0.58066  -2.28763
H  2.09017  0.12826  -5.32737
H  3.21483  1.35792  -4.79323
H  1.56309  1.81820  -5.14500
N  3.77495  -0.56893  2.59361
C  2.69483  0.05693  2.18464
S  1.85502  -0.67439  0.87237
N  2.23487  1.20625  2.76921
C  2.72339  2.05642  3.74315
C  1.86616  3.15439  4.06170
C  2.23640  4.08700  4.98433
C  3.48319  3.96641  5.63293
C  4.34488  2.89253  5.31482
C  3.97348  1.94372  4.40125
H  4.10259  -1.38845  2.09774
H  4.32895  -0.27687  3.37943
H  1.35808  1.52180  2.38060
H  0.90288  3.24133  3.57294
H  1.57753  4.91048  5.22489
H  3.76969  4.68740  6.38948
H  5.30944  2.82046  5.80096
H  4.67341  1.14814  4.21216

Properties
HOMO-LUMO gap (spin up / spin down), eV: 3.24 / 3.30
Energy relative to the best compared isomer or geometry (same formula, charge and spin), kcal per mole: 151.0
Calculated total energy, a.u.: -3065.79339
Total charge: +4
Strongest force on any atom, eV/A: 3.51
Expectation value of S²: 0.807
2S+1: 2

Mulliken population analysis, charges in e, atoms 1 to 6: atom 1 (Ir): 0.915, atom 2 (C): -0.342, atom 3 (C): -0.894, atom 4 (S): 0.061, atom 5 (C): -0.564, atom 6 (C): -1.143



(2)
Entry from OMol25: a molecular structure, C22H44IrN5O2SSi in a non-equilibrium geometry (wB97M-V/def2-TZVPD).

CARTESIAN COORDINATES (ANGSTROEM)
Ir  -0.35162  -0.60113  0.69175
C  1.21278  3.90007  1.44305
C  0.33448  2.72017  1.72905
C  -0.97822  2.66307  1.23275
C  -1.48172  3.79457  0.37985
C  -1.81932  1.60887  1.62205
C  -3.26632  1.54217  1.21915
C  -1.35882  0.66337  2.58455
C  -2.34592  -0.06053  3.46155
C  0.00718  0.66267  2.98205
C  0.40358  -0.30493  4.06625
C  0.85278  1.68927  2.53125
C  2.28078  1.78917  2.99615
H  2.04298  3.62337  0.79375
H  1.63248  4.28707  2.36925
H  0.67228  4.70267  0.96045
H  -1.65802  4.67477  0.99815
H  -2.41182  3.56377  -0.12355
H  -0.75782  4.06257  -0.38455
H  -3.55172  0.51537  0.99915
H  -3.48302  2.13277  0.33875
H  -3.89182  1.91357  2.02845
H  -2.45842  0.53007  4.37365
H  -2.01102  -1.05033  3.75475
H  -3.32342  -0.16323  3.00715
H  0.16048  -1.32813  3.78975
H  -0.15302  -0.06913  4.97265
H  1.45768  -0.27153  4.31115
H  2.35678  2.50247  3.81745
H  2.92748  2.13967  2.19515
H  2.66818  0.84337  3.36335
N  2.33068  -0.67323  0.65875
N  2.75268  -2.01033  0.57695
C  1.94118  -3.00373  1.04785
N  2.45048  -4.23543  1.18075
N  0.69868  -2.67283  1.34595
N  -0.15722  -3.59823  1.78425
O  -0.01372  -4.83483  1.69595
O  -1.32862  -3.10403  2.23115
H  2.70528  -0.15823  -0.13505
H  2.63638  -0.23343  1.52645
H  3.75038  -2.19683  0.56685
H  3.39298  -4.44773  0.91235
H  1.78258  -4.98543  1.36365
C  -2.21612  0.61677  -2.14435
Si  -0.54002  -0.26833  -1.71985
C  0.84198  0.89427  -2.58085
C  2.12638  0.15737  -2.95845
C  1.17848  1.99737  -1.57825
C  0.30698  1.57527  -3.83955
C  -0.70412  -2.08753  -2.62705
C  0.64608  -2.78493  -2.74095
C  -1.61632  -2.97313  -1.79545
C  -1.33102  -1.88473  -3.99795
H  -2.38752  0.69017  -3.21575
H  -2.21362  1.62677  -1.74915
H  -3.06662  0.09987  -1.71155
H  2.47448  -0.50073  -2.16545
H  2.91598  0.87727  -3.17805
H  1.97598  -0.43893  -3.85375
H  1.51998  1.59187  -0.62695
H  0.29488  2.59337  -1.38475
H  1.94808  2.65217  -1.98515
H  -0.00732  0.85687  -4.59005
H  1.09308  2.18617  -4.28245
H  -0.53002  2.22837  -3.61645
H  1.18338  -2.75563  -1.79525
H  1.27128  -2.34533  -3.50925
H  0.48918  -3.83163  -3.00425
H  -1.10832  -3.28693  -0.88735
H  -1.87162  -3.87133  -2.35635
H  -2.54212  -2.47283  -1.52515
H  -0.82122  -1.12453  -4.58135
H  -2.37802  -1.61023  -3.90815
H  -1.28192  -2.81473  -4.56495
S  -2.30012  -2.11443  1.21395

Properties
HOMO-LUMO gap (spin up / spin down), eV: 4.41 / 4.97
Energy relative to the best compared isomer or geometry (same formula, charge and spin), kcal per mole: 102.8
Calculated total energy, a.u.: -2080.50892
Total charge: +1
Strongest force on any atom, eV/A: 2.75
Expectation value of S²: 0.779
2S+1: 2

Mulliken population analysis, charges in e, atoms 1 to 6: atom 1 (Ir): 0.735, atom 2 (C): -2.340, atom 3 (C): 1.164, atom 4 (C): 1.661, atom 5 (C): -2.457, atom 6 (C): 0.497



(3)
Entry from OMol25: a molecular structure, C22H44N3OP2Ti in a non-equilibrium geometry (wB97M-V/def2-TZVPD).

CARTESIAN COORDINATES (ANGSTROEM)
Ti  -0.56196  -0.33619  -0.24940
P  -0.19402  0.56707  -2.50429
P  -1.49609  -0.36223  2.05004
N  -2.89298  -0.34850  -0.89075
C  -1.94314  0.41102  -3.10501
H  -2.08873  1.20319  -3.84955
H  -2.04014  -0.54984  -3.63358
C  -3.04752  0.58553  -2.06158
H  -3.13206  1.63372  -1.72154
H  -4.02730  0.37012  -2.54341
C  -3.71208  0.11985  0.28073
H  -4.77116  -0.15028  0.07360
H  -3.70857  1.22275  0.34305
C  -3.28398  -0.54204  1.58806
H  -3.53756  -1.61295  1.59921
H  -3.87123  -0.06485  2.38026
C  -1.45291  0.98569  3.32748
C  -0.03386  1.50724  3.58816
H  -0.07722  2.26653  4.38204
H  0.39143  1.98950  2.70174
H  0.64927  0.71669  3.92327
C  -0.99604  -1.94951  2.85968
C  0.37000  -1.87189  3.55382
H  0.68253  -2.89313  3.81670
H  0.33664  -1.29854  4.49114
H  1.15035  -1.45756  2.90320
C  0.79827  -0.68272  -3.43489
C  2.31101  -0.51425  -3.24547
H  2.80986  -1.40297  -3.65825
H  2.60144  -0.44653  -2.18917
H  2.71025  0.35420  -3.78782
C  0.36005  2.26149  -3.00414
C  1.65212  2.68789  -2.29498
H  1.94791  3.67706  -2.67184
H  2.48372  1.99776  -2.48590
H  1.51080  2.78190  -1.21299
C  -0.57962  1.61363  0.14016
O  -0.57923  2.77767  0.37899
C  -2.05311  -2.55374  3.79149
H  -2.17798  -1.96913  4.71082
H  -3.02893  -2.66396  3.30824
H  -1.71527  -3.55756  4.08373
C  0.44088  -0.80683  -4.92124
H  0.98325  -1.67215  -5.32598
H  -0.62719  -0.98097  -5.08544
H  0.75039  0.07448  -5.49509
C  0.46499  2.47904  -4.51813
H  0.58890  3.55648  -4.69954
H  1.34637  1.98418  -4.94831
H  -0.43411  2.16040  -5.06005
C  -2.16121  0.64504  4.64444
H  -1.57969  -0.05560  5.25889
H  -2.26020  1.56981  5.23149
H  -3.17261  0.24676  4.49700
H  -2.01648  1.80068  2.83920
H  -0.45331  2.90398  -2.62195
H  -0.88304  -2.62059  1.98723
H  0.50866  -1.62361  -2.93489
H  -3.47379  -1.13505  -1.19293
H  -0.15413  -1.79706  -0.73529
N  5.53534  -1.28096  1.33931
C  4.25195  -0.99152  1.03435
C  3.71996  0.31379  1.13199
C  2.38484  0.54798  0.80221
N  1.55594  -0.45362  0.39683
C  2.06597  -1.71308  0.31380
C  3.38769  -2.01400  0.60040
H  6.18910  -0.58321  1.65986
H  5.88225  -2.22591  1.26042
H  4.33325  1.15054  1.45836
H  1.94527  1.54745  0.85676
H  1.37279  -2.49263  -0.00009
H  3.74501  -3.03592  0.49536

Properties
HOMO-LUMO gap, eV: 5.83
Energy relative to the best compared isomer or geometry (same formula, charge and spin), kcal per mole: 0.0
Calculated total energy, a.u.: -2635.37536
Total charge: +3
Strongest force on any atom, eV/A: 10.37

Mulliken population analysis, charges in e, atoms 1 to 6: atom 1 (Ti): -1.176, atom 2 (P): 1.676, atom 3 (P): 1.476, atom 4 (N): -0.460, atom 5 (C): -0.943, atom 6 (H): 0.389